1.
{"formula": "C4H16N2O", "method": "ωB97M-V/def2-TZVPD", "symbols": ["H", "O", "N", "N", "H", "H", "H", "H", "C", "C", "H", "H", "H", "H", "H", "H", "H", "H", "C", "H", "H", "H", "C"], "positions_angstrom": [[-0.228522, 0.094119, -1.059419], [-1.609496, 2.473162, -0.303438], [0.803696, 1.784918, 0.858224], [1.286514, -1.340846, -1.329647], [-2.494171, 2.560780, 0.079892], [-2.007324, -1.484439, -0.492678], [-0.871851, -2.827293, -0.423164], [0.041309, 2.115733, 0.230736], [0.262993, -0.764768, 0.918725], [-1.078845, -1.883870, -0.900697], [-1.614606, 3.132336, -1.013098], [1.039756, -1.448631, -2.318524], [1.229576, -1.269687, 1.075643], [-0.442598, -1.368832, 1.488547], [1.488798, -2.295476, -1.028546], [1.645302, 1.619913, 0.291570], [1.041661, 0.500693, 2.491636], [-1.308500, -2.024200, -1.958334], [0.346169, 0.571229, 1.669018], [2.086416, -0.732072, -1.167758], [1.016715, 2.541639, 1.508735], [-0.639114, 0.910923, 1.988031], [0.006122, -0.865332, -0.605455]], "forces_ev_per_angstrom": [[-0.1, 0.1, -0.1], [0.0, 0.2, -0.3], [0.5, -0.5, -0.4], [-1.2, -0.3, 0.2], [0.1, -0.1, 0.1], [0.0, -0.1, 0.2], [0.1, -0.4, 0.1], [-0.3, 0.0, 0.3], [1.3, -0.3, -0.1], [-0.6, 0.7, -0.3], [0.0, -0.1, 0.0], [0.4, 0.4, -0.1], [-0.2, 0.0, 0.2], [-0.1, 0.0, -0.2], [0.4, 0.0, 0.3], [-0.2, 0.1, 0.4], [-0.1, -0.1, 0.4], [0.4, 0.0, -0.1], [-0.5, 0.9, -0.9], [0.2, -0.2, -0.4], [0.0, 0.1, 0.0], [0.1, -0.3, 0.4], [-0.2, -0.1, 0.3]], "nbo_charge": [0.225, -0.992, -0.698, -0.681, 0.520, 0.267, 0.241, 0.476, -0.462, -0.649, 0.512, 0.461, 0.226, 0.284, 0.451, 0.420, 0.253, 0.252, -0.208, 0.440, 0.459, 0.241, -0.037], "e_above_lowest_kj_mol": 11.4, "homo_energy_ev": -19.68, "total_charge": 2, "lumo_energy_ev": -7.200, "spin_multiplicity": 1}

2.
{"formula": "C4H12Cl3CoN4O20", "method": "ωB97M-V/def2-TZVPD", "symbols": ["O", "O", "O", "O", "N", "Cl", "H", "H", "O", "H", "H", "C", "O", "H", "O", "H", "O", "H", "C", "C", "O", "H", "O", "H", "O", "Cl", "C", "O", "N", "Co", "O", "H", "O", "N", "O", "Cl", "O", "H", "H", "O", "O", "O", "N", "O"], "positions_angstrom": [[-23.891143, 4.822273, -11.254073], [-26.631767, -0.157044, -6.262974], [-23.415278, 3.493382, -9.406439], [-23.539093, 4.292435, -6.395332], [-24.560303, 1.464613, -4.163844], [-23.061006, 5.457819, -5.668698], [-28.843617, 3.024943, -6.882402], [-28.307812, 1.873633, -5.540512], [-21.818555, 3.714274, -11.078334], [-20.615115, -0.645450, -7.184501], [-26.554661, 3.036214, -11.216393], [-28.568406, 2.886693, -5.842983], [-26.320977, 3.130448, -6.248941], [-20.538781, 1.030744, -7.999023], [-25.569261, 0.705654, -8.135945], [-22.932952, 0.283346, -3.516355], [-22.843683, 1.455233, -7.603879], [-29.361143, 3.249708, -5.196982], [-24.010753, 0.191785, -3.627195], [-21.001772, 0.054377, -7.915931], [-26.313776, 3.430113, -8.799156], [-27.906522, 4.254287, -11.310778], [-24.028084, 5.768604, -4.644538], [-24.321754, -0.570912, -4.337075], [-26.741339, -1.331000, -8.336822], [-26.718712, -0.058242, -7.699613], [-27.470937, 3.416813, -10.777454], [-25.150790, 2.160677, -3.375802], [-27.285695, 3.831154, -9.390151], [-24.642974, 2.637454, -7.474244], [-27.256771, 4.659253, -5.083409], [-21.195432, -0.491023, -8.838545], [-21.809879, 5.125543, -5.080884], [-22.405698, 0.332264, -7.460536], [-22.402556, 5.588996, -9.638735], [-22.854198, 4.415731, -10.345455], [-23.005397, -0.574806, -6.945264], [-28.173048, 2.584224, -10.705042], [-24.424441, 0.051308, -2.635329], [-24.403894, 1.703769, -5.331505], [-28.192263, 4.441878, -8.878007], [-27.920038, 0.671715, -8.059931], [-27.284481, 3.616690, -5.680930], [-22.855782, 6.555248, -6.598877]], "forces_ev_per_angstrom": [[-0.4, -0.2, -0.5], [-0.1, -0.4, -0.1], [-1.0, -1.9, 1.8], [-0.7, -1.5, -1.1], [-0.2, 0.0, 1.1], [0.0, 1.9, -0.3], [0.1, -0.4, -0.1], [-0.3, -0.2, -0.6], [-0.1, 0.5, 0.5], [0.3, 0.2, 0.1], [0.2, 0.4, 0.2], [0.2, -0.5, 0.5], [-0.2, -0.3, 0.2], [0.4, -0.3, -0.2], [1.5, 0.9, -0.7], [0.0, 0.0, -0.4], [0.3, 0.8, -0.6], [0.4, 0.5, 0.1], [0.0, -0.2, 0.0], [-1.3, 0.0, 0.0], [0.7, 0.1, -0.1], [0.0, -0.1, -0.1], [0.2, 0.1, -0.5], [0.3, -0.1, 0.1], [0.5, -0.1, 0.1], [-1.9, 0.4, 0.9], [-0.2, -0.5, -0.7], [-0.3, 0.4, 0.0], [-0.2, -0.5, 0.3], [0.4, 0.7, 0.1], [-0.1, -0.2, 0.0], [0.5, 0.3, -0.3], [0.7, -0.6, 0.5], [-0.2, -0.6, 0.9], [0.5, -0.9, -0.4], [0.4, 1.8, -0.9], [-0.1, -0.2, 0.0], [-0.1, 0.1, -0.1], [-0.2, 0.0, -0.1], [0.7, -0.3, -0.7], [-0.1, 0.4, 0.2], [0.4, -0.1, 0.0], [-0.3, 1.2, 0.0], [-0.7, -0.9, 0.8]], "nbo_charge": [-0.887, -0.868, -0.962, -0.985, 0.565, 2.568, 0.254, 0.252, -0.857, 0.231, 0.257, -0.479, -0.491, 0.257, -0.949, 0.232, -0.438, 0.220, -0.486, -0.470, -0.421, 0.235, -0.844, 0.253, -0.816, 2.571, -0.481, -0.347, 0.573, 1.700, -0.296, 0.244, -0.861, 0.566, -0.817, 2.569, -0.339, 0.244, 0.228, -0.420, -0.374, -0.876, 0.567, -0.821], "homo_energy_ev": [-6.56, -6.55], "total_charge": -1, "lumo_energy_ev": [1.603, 1.382], "spin_multiplicity": 4}

3.
{"formula": "C9H20AsF6NO4RbS", "method": "ωB97M-V/def2-TZVPD", "symbols": ["H", "F", "C", "As", "F", "H", "C", "H", "C", "F", "C", "O", "C", "H", "O", "H", "H", "C", "C", "H", "N", "H", "S", "C", "H", "H", "H", "F", "Rb", "F", "H", "H", "F", "H", "H", "C", "O", "H", "H", "O", "H", "H", "H"], "positions_angstrom": [[12.804302, -6.595380, 23.489151], [9.833991, -5.304028, 12.336134], [12.609308, -6.621897, 20.122860], [10.256113, -6.787900, 13.153417], [9.734412, -7.738872, 11.789748], [12.230279, -4.410827, 22.462952], [11.649277, -8.444904, 21.461699], [12.128256, -4.360888, 20.067704], [14.056857, -8.287298, 21.173024], [10.672503, -5.888364, 14.616558], [10.224036, -9.953870, 22.858964], [13.255109, -8.855534, 18.428797], [8.888429, -9.217469, 22.812778], [14.925814, -7.633893, 21.165283], [11.743185, -10.594880, 17.752157], [8.895191, -8.271317, 23.356775], [14.186658, -9.097123, 21.886694], [11.856807, -5.311409, 20.509408], [12.917429, -6.383173, 22.426079], [10.301426, -10.507598, 23.794898], [12.810784, -7.461471, 21.375488], [12.310527, -9.548129, 23.230221], [12.961787, -10.312891, 18.543848], [11.452400, -8.991016, 22.848406], [13.900736, -8.759770, 20.194521], [13.946006, -6.025645, 22.350669], [8.107289, -9.847999, 23.241001], [11.888250, -6.600996, 12.551026], [11.326698, -7.978686, 16.721081], [8.635673, -6.874424, 13.874189], [13.625314, -6.294580, 19.904027], [12.185854, -7.270556, 19.390502], [10.655389, -8.256664, 14.000884], [8.576641, -9.036331, 21.782671], [10.759003, -7.830680, 21.285718], [11.872278, -5.349489, 22.036786], [14.071617, -11.086379, 17.974280], [10.269225, -10.655012, 22.026979], [10.841356, -5.563779, 20.190534], [12.779910, -10.693936, 19.957576], [10.953087, -5.676405, 22.521974], [11.762252, -9.155660, 20.634800], [11.284772, -8.169291, 23.547619]], "forces_ev_per_angstrom": [[-0.1, -1.1, -0.3], [0.0, -0.4, 0.3], [1.7, 1.8, 0.9], [-1.0, 0.6, -0.2], [0.3, 0.4, 0.4], [-0.5, 0.1, 0.1], [-0.7, 1.6, 0.5], [0.6, -0.3, -0.2], [0.1, -0.1, -0.3], [0.4, -0.1, -0.1], [0.5, 0.8, 0.5], [-0.1, 1.4, 0.4], [-0.3, -0.3, -0.2], [0.0, 0.2, 0.0], [-0.8, 0.7, 0.2], [0.1, 0.0, 0.0], [-0.4, 0.3, 0.3], [-1.9, -2.4, 0.4], [0.3, 0.2, 0.0], [-0.1, -0.2, -0.1], [0.0, -0.3, 0.1], [0.1, 0.0, -0.3], [0.9, -3.1, -1.9], [-0.2, -1.2, -0.1], [0.4, 0.2, 0.1], [-0.1, 0.2, -0.3], [0.0, 0.1, 0.1], [-0.6, -0.4, 0.3], [0.0, -0.4, -0.4], [0.5, -0.1, -0.6], [0.0, -0.5, -0.7], [0.1, -0.2, -0.6], [0.3, -0.1, 0.0], [0.1, 0.2, 0.0], [0.0, 0.0, -0.3], [1.1, 0.3, 0.6], [0.2, 0.5, 0.3], [0.3, -0.1, 0.1], [-0.2, 0.8, 0.0], [-0.5, 0.6, 0.8], [-0.3, 0.4, -0.3], [0.4, -0.4, 0.4], [-0.2, 0.0, 0.1]], "mulliken_charge": [0.389, -0.499, -0.281, 1.988, -0.492, 0.432, -0.568, 0.407, -0.904, -0.520, -0.678, -0.866, -1.121, 0.427, -0.844, 0.261, 0.275, -0.744, -0.826, 0.397, 0.577, 0.345, 1.416, -0.531, 0.273, 0.490, 0.377, -0.486, 1.040, -0.500, 0.507, -0.261, -0.502, 0.296, 0.280, -0.500, -0.805, 0.366, 0.289, -0.741, 0.269, 0.293, 0.275], "homo_energy_ev": -4.61, "total_charge": -1, "lumo_energy_ev": 1.558, "spin_multiplicity": 1}

4.
{"formula": "C6H12O", "method": "ωB97M-V/def2-TZVPD", "symbols": ["H", "H", "C", "H", "C", "H", "H", "H", "H", "H", "H", "C", "H", "C", "C", "H", "O", "H", "C"], "positions_angstrom": [[1.379093, -1.901641, -0.809363], [-0.112040, 0.944419, 1.313362], [0.043001, 1.285224, -1.299459], [1.870552, 1.836420, -0.132918], [0.542773, 0.081082, -0.551062], [0.934779, -1.089351, -2.323165], [2.221089, 0.982998, -1.705052], [-0.327920, -1.757906, -1.264774], [-1.469558, -0.245288, 2.934876], [-0.221438, 1.171373, -2.347320], [-2.481841, 0.205269, 1.531174], [0.638059, -1.243222, -1.279670], [-0.569506, 2.006793, -0.762869], [0.187640, -0.038889, 0.916346], [-1.863170, -0.595954, 1.968191], [1.071406, -0.361532, 1.486454], [-0.841729, -0.993537, 1.092668], [-2.497781, -1.468740, 2.151246], [1.496590, 1.182483, -0.918665]], "forces_ev_per_angstrom": [[-0.1, 0.1, -0.1], [0.0, -0.2, -0.1], [-0.2, 0.1, -0.1], [-0.1, -0.1, -0.1], [0.0, -0.1, 0.0], [0.0, 0.0, 0.2], [-0.2, 0.0, 0.1], [0.2, 0.1, 0.0], [0.0, -0.1, -0.1], [0.1, 0.0, 0.2], [0.1, -0.1, 0.1], [0.0, 0.0, -0.1], [0.1, -0.1, -0.1], [0.2, 0.2, 0.0], [-0.3, 0.1, 0.2], [-0.1, 0.0, 0.0], [0.0, 0.0, -0.1], [0.1, 0.2, -0.1], [0.2, 0.0, 0.0]], "nbo_charge": [0.209, 0.170, -0.415, 0.211, -0.083, 0.205, 0.216, 0.225, 0.163, 0.214, 0.164, -0.596, 0.210, -0.045, -0.242, 0.172, -0.550, 0.193, -0.420], "e_above_lowest_kj_mol": 153.9, "homo_energy_ev": -9.61, "smiles": "COCC1(C)CC1", "lumo_energy_ev": 1.060, "spin_multiplicity": 1}

Copy entry 1 word for word.
{"formula": "C4H16N2O", "method": "ωB97M-V/def2-TZVPD", "symbols": ["H", "O", "N", "N", "H", "H", "H", "H", "C", "C", "H", "H", "H", "H", "H", "H", "H", "H", "C", "H", "H", "H", "C"], "positions_angstrom": [[-0.228522, 0.094119, -1.059419], [-1.609496, 2.473162, -0.303438], [0.803696, 1.784918, 0.858224], [1.286514, -1.340846, -1.329647], [-2.494171, 2.560780, 0.079892], [-2.007324, -1.484439, -0.492678], [-0.871851, -2.827293, -0.423164], [0.041309, 2.115733, 0.230736], [0.262993, -0.764768, 0.918725], [-1.078845, -1.883870, -0.900697], [-1.614606, 3.132336, -1.013098], [1.039756, -1.448631, -2.318524], [1.229576, -1.269687, 1.075643], [-0.442598, -1.368832, 1.488547], [1.488798, -2.295476, -1.028546], [1.645302, 1.619913, 0.291570], [1.041661, 0.500693, 2.491636], [-1.308500, -2.024200, -1.958334], [0.346169, 0.571229, 1.669018], [2.086416, -0.732072, -1.167758], [1.016715, 2.541639, 1.508735], [-0.639114, 0.910923, 1.988031], [0.006122, -0.865332, -0.605455]], "forces_ev_per_angstrom": [[-0.1, 0.1, -0.1], [0.0, 0.2, -0.3], [0.5, -0.5, -0.4], [-1.2, -0.3, 0.2], [0.1, -0.1, 0.1], [0.0, -0.1, 0.2], [0.1, -0.4, 0.1], [-0.3, 0.0, 0.3], [1.3, -0.3, -0.1], [-0.6, 0.7, -0.3], [0.0, -0.1, 0.0], [0.4, 0.4, -0.1], [-0.2, 0.0, 0.2], [-0.1, 0.0, -0.2], [0.4, 0.0, 0.3], [-0.2, 0.1, 0.4], [-0.1, -0.1, 0.4], [0.4, 0.0, -0.1], [-0.5, 0.9, -0.9], [0.2, -0.2, -0.4], [0.0, 0.1, 0.0], [0.1, -0.3, 0.4], [-0.2, -0.1, 0.3]], "nbo_charge": [0.225, -0.992, -0.698, -0.681, 0.520, 0.267, 0.241, 0.476, -0.462, -0.649, 0.512, 0.461, 0.226, 0.284, 0.451, 0.420, 0.253, 0.252, -0.208, 0.440, 0.459, 0.241, -0.037], "e_above_lowest_kj_mol": 11.4, "homo_energy_ev": -19.68, "total_charge": 2, "lumo_energy_ev": -7.200, "spin_multiplicity": 1}

Question: What is the formula in the third record?
Answer: C9H20AsF6NO4RbS

Question: What is the formula in the fourth record?
Answer: C6H12O